13 unconnected molecules or ions with the total composition H26O13 at a distorted geometry, computed with wB97M-V/def2-TZVPD.

The value obtained for the HOMO-LUMO gap is 9.00 eV. The value obtained for the energy relative to the best compared isomer or geometry (same formula, charge and spin) is 38.9 kcal/mol. As for the net charge: 0. The HOMO energy comes out at -9.6 eV.

```
39
Properties=species:S:1:pos:R:3:mulliken_charge:R:1
O 2.85 -1.03 2.14 -0.69
H 2.45 -0.31 2.66 0.33
H 3.57 -0.60 1.66 0.30
O -2.23 1.45 -2.26 -0.72
H -2.81 1.29 -3.01 0.31
H -1.76 0.59 -2.14 0.44
O -0.84 2.14 3.06 -0.66
H -1.54 1.83 2.47 0.31
H -0.02 1.84 2.66 0.37
O -2.29 -2.19 -0.31 -0.66
H -1.79 -1.88 -1.08 0.32
H -1.69 -2.07 0.43 0.31
O 2.55 1.64 -0.72 -0.60
H 2.38 1.98 -1.61 0.27
H 3.49 1.84 -0.56 0.27
O -1.05 -1.11 -2.67 -0.62
H -1.47 -1.23 -3.53 0.21
H -0.41 -1.85 -2.60 0.29
O -0.51 3.19 -0.58 -0.57
H -0.93 2.43 -1.02 0.37
H 0.41 3.15 -0.86 0.22
O 1.68 1.59 1.91 -0.55
H 2.05 1.89 1.05 0.25
H 1.98 2.24 2.56 0.31
O -0.12 -0.12 0.04 -0.06
H 0.31 -0.61 -0.68 0.20
H 0.62 0.25 0.54 0.06
O -1.99 -1.20 3.09 -0.66
H -1.63 -0.78 2.30 0.33
H -2.56 -1.91 2.76 0.32
O 2.26 -2.07 -0.58 -0.64
H 3.09 -2.16 -1.05 0.27
H 2.51 -1.89 0.35 0.34
O 0.31 -3.58 -1.88 -0.64
H 1.05 -3.13 -1.41 0.41
H 0.72 -3.96 -2.67 0.31
O -2.64 1.59 0.79 -0.57
H -3.58 1.39 0.87 0.24
H -2.42 1.36 -0.12 0.28
```